[1]
104
Properties=species:S:1:pos:R:3:forces:R:3 method="wB97M-V/def2-TZVPD" lumo_energy_ev="2.30 / 2.29" de_lowest_ev=0.826 s2=6.050 multiplicity=5 total_charge=-1 orbital_gap_ha="0.227 / 0.231" e_tot_ha=-5818.908938
Cr -0.328456 -0.299836 -0.927423 0.1 0.0 0.0
C -0.055099 1.231548 0.975675 -0.2 0.1 0.0
C -1.125375 2.156766 0.676568 0.2 0.2 0.4
C -2.213785 1.797741 1.506195 0.0 -0.1 -0.1
C -1.791789 0.685298 2.291654 0.0 0.0 0.0
C -0.458258 0.389167 2.052342 0.0 0.1 0.0
C 0.449628 -0.222837 3.112099 0.0 0.0 0.0
C -0.120517 -1.538681 3.656612 0.0 0.0 -0.1
C 0.475973 0.784242 4.282222 0.0 -0.1 0.0
C 1.906338 -0.407169 2.636624 0.0 0.0 0.0
C -3.596724 2.411431 1.763598 0.0 0.0 0.0
C -3.463785 3.729176 2.552443 0.0 0.0 0.0
C -4.433296 1.484921 2.659893 0.0 0.0 0.0
C -4.448919 2.635264 0.502979 -0.1 0.0 0.1
C -0.693453 3.453457 -0.034091 -0.1 -0.1 0.0
C -0.104005 4.388759 1.043918 0.0 0.0 -0.1
C -1.760679 4.252185 -0.792605 0.0 -0.1 0.0
C 0.440531 3.164496 -1.042330 0.1 0.0 0.0
H 0.972532 1.522029 0.830302 0.1 -0.1 -0.1
H -2.404339 0.185377 3.030126 0.1 0.0 0.0
H -1.112086 -1.383078 4.087976 0.0 0.0 0.0
H 0.529226 -1.943287 4.438887 0.0 0.0 0.0
H -0.214653 -2.288486 2.870029 0.0 0.0 -0.1
H -0.530504 0.971851 4.657841 0.0 0.0 0.0
H 0.894960 1.735841 3.946815 0.0 0.0 0.0
H 1.098365 0.402601 5.099481 0.0 0.0 0.0
H 2.019829 -0.211724 1.572349 0.0 -0.1 0.0
H 2.269096 -1.418486 2.810282 0.0 0.0 0.1
H 2.580176 0.274117 3.161905 0.0 0.0 0.0
H -2.797158 3.587394 3.405445 0.0 0.0 0.0
H -4.443233 4.049598 2.924746 0.0 0.0 0.0
H -3.064237 4.538942 1.949078 0.1 0.1 -0.1
H -4.031527 1.425215 3.673098 0.0 0.0 0.0
H -4.470892 0.474411 2.247533 0.0 0.0 0.0
H -5.453505 1.874501 2.726243 0.0 0.0 0.0
H -3.872980 2.954714 -0.354762 0.1 0.1 -0.1
H -5.226855 3.382423 0.695844 0.0 0.0 0.0
H -4.957449 1.710448 0.227762 0.0 0.0 0.0
H -0.859781 4.679022 1.771603 -0.1 0.0 0.0
H 0.304308 5.297339 0.586393 0.0 0.0 0.0
H 0.699665 3.881324 1.580692 0.0 0.0 0.0
H -2.549917 4.619184 -0.145018 -0.1 0.0 0.1
H -2.222454 3.674000 -1.593943 0.0 0.0 0.0
H -1.285955 5.125163 -1.250525 0.0 0.0 0.0
H 1.418612 3.163837 -0.561071 0.0 0.0 0.0
H 0.467047 3.930475 -1.821261 0.0 0.0 0.0
H 0.337947 2.190791 -1.529509 0.0 0.1 0.0
N -3.525644 -1.218949 -0.019706 0.0 -0.1 -0.1
C -2.750379 -2.382192 0.002222 0.0 0.0 0.1
C -3.360512 -3.579359 0.396230 0.0 0.0 0.0
C -2.623485 -4.741476 0.345370 0.0 0.0 0.0
C -1.318761 -4.696654 -0.129673 0.0 0.0 0.0
C -0.802261 -3.466162 -0.477682 0.0 0.0 0.0
N -1.477518 -2.318518 -0.355659 -0.1 0.0 -0.2
C -3.511657 -0.287009 -1.069252 -0.1 0.1 0.1
C -4.721888 -0.022280 -1.719759 0.1 0.0 0.1
C -4.759873 0.944221 -2.696932 0.0 0.0 -0.1
C -3.588752 1.613618 -3.023384 0.0 0.0 0.0
C -2.436145 1.258016 -2.360439 0.0 0.0 0.0
N -2.389407 0.341641 -1.384525 -0.1 -0.1 0.0
H -4.466934 -1.400873 0.290707 0.0 0.0 0.0
H -4.398187 -3.582724 0.705309 0.0 0.0 0.0
H -3.073250 -5.680814 0.642540 0.0 0.0 0.0
H -0.710427 -5.584081 -0.226450 0.0 0.0 0.0
H 0.203290 -3.377038 -0.866304 0.0 0.0 0.0
H -5.606312 -0.584581 -1.449105 0.0 0.0 0.0
H -5.687911 1.164509 -3.209278 0.0 0.0 0.0
H -3.556109 2.372313 -3.791667 0.0 0.0 0.0
H -1.492443 1.721951 -2.613854 0.0 0.0 0.0
Br -0.677586 -1.244119 -3.387311 0.0 0.1 0.1
C 5.950584 1.897214 -0.693784 0.0 0.0 0.0
C 6.018883 0.771162 -1.502837 0.0 0.0 0.0
C 4.907692 -0.044779 -1.660813 0.0 0.0 0.0
C 3.689016 0.216621 -1.019136 0.0 0.0 0.0
C 3.655013 1.360827 -0.219821 0.0 0.0 0.0
C 4.757751 2.190734 -0.052872 0.0 0.0 0.0
Si 2.183193 -0.989468 -1.213320 0.2 -0.1 0.0
C 2.763669 -2.489346 -0.138132 0.0 0.0 0.0
C 1.955255 -3.011818 0.867909 0.0 0.0 0.0
C 2.322678 -4.117564 1.625655 0.0 0.0 0.0
C 3.542682 -4.734061 1.395267 0.0 0.0 0.0
C 4.380717 -4.231602 0.406277 0.0 0.0 0.0
C 3.989755 -3.132296 -0.344799 0.0 0.0 0.0
C 2.581124 -1.671475 -2.960062 0.0 0.0 -0.1
C 2.822958 -0.782333 -4.011836 0.0 0.0 0.0
C 3.041140 -1.220381 -5.308121 0.0 0.0 0.0
C 3.018586 -2.579432 -5.596296 0.0 0.0 0.0
C 2.777650 -3.483042 -4.573000 0.0 0.0 0.0
C 2.564411 -3.028999 -3.276859 0.0 0.0 0.0
H 6.814971 2.538656 -0.569105 0.0 0.0 0.0
H 6.940562 0.529044 -2.019976 0.0 0.0 0.0
H 4.987084 -0.899015 -2.322780 0.0 0.0 0.0
H 2.745824 1.620487 0.298080 -0.1 0.0 0.1
H 4.678491 3.067870 0.579411 0.0 0.0 0.0
H 1.009884 -2.524251 1.075521 0.0 0.0 0.0
H 1.660660 -4.486275 2.401682 0.0 0.0 0.0
H 3.842042 -5.595023 1.981501 0.0 0.0 0.0
H 5.339603 -4.700400 0.216937 0.0 0.0 0.0
H 4.656879 -2.771999 -1.119560 0.0 0.0 0.0
H 2.833273 0.285147 -3.813491 0.0 0.0 0.0
H 3.218972 -0.500506 -6.098884 0.0 0.0 0.0
H 3.181698 -2.928187 -6.609247 0.0 0.0 0.0
H 2.750245 -4.546393 -4.782806 0.0 0.0 0.0
H 2.376631 -3.760017 -2.496813 0.0 0.0 0.0

[2]
66
Properties=species:S:1:pos:R:3:forces:R:3 method="wB97M-V/def2-TZVPD" lumo_energy_ev=4.04 de_lowest_ev=0.000 total_charge=-2 orbital_gap_ha=0.192 e_tot_ha=-7951.438722
Mg -0.601892 0.695421 0.424238 -0.2 0.3 0.1
C 1.979284 -1.183159 -2.395481 0.0 0.0 0.0
O 1.859553 -0.757293 -1.054343 0.0 0.0 0.0
C 2.812330 0.081353 -0.578430 0.1 0.0 0.1
C 3.957259 0.443045 -1.278633 -0.1 0.0 0.0
C 4.910719 1.255905 -0.675971 0.1 0.1 0.0
C 4.733950 1.709251 0.618985 0.0 0.0 0.0
C 3.584121 1.361326 1.315534 0.0 0.0 -0.1
C 2.621009 0.558946 0.727405 0.1 0.0 0.0
N 1.406620 0.227356 1.374395 -0.2 -0.1 -0.1
N 1.551789 0.008916 2.604297 0.2 0.1 0.0
C 0.480614 -0.401349 3.347883 -0.2 -0.1 0.0
C -0.683713 -0.994048 2.776432 0.2 0.0 0.3
O -0.949322 -1.021200 1.543560 0.0 0.2 -0.3
C -1.590219 -1.660756 3.696886 0.0 0.0 0.0
C -1.408852 -1.642446 5.032959 0.0 0.0 -0.1
C -0.279517 -0.992185 5.623688 0.1 0.0 0.0
C -0.102168 -0.960017 7.017465 0.0 0.0 0.0
C 0.991282 -0.349185 7.580350 0.0 0.0 0.0
C 1.938480 0.256948 6.740333 0.0 0.0 0.0
C 1.782474 0.245358 5.376135 0.0 0.0 0.0
C 0.673854 -0.387978 4.771664 -0.1 0.0 0.1
H 2.870141 -1.805828 -2.534838 0.0 0.0 0.0
H 2.016514 -0.333972 -3.081735 0.0 0.0 0.0
H 1.088558 -1.768688 -2.603811 0.0 0.0 0.0
H 4.107036 0.105036 -2.294083 0.0 0.0 0.0
H 5.789536 1.545935 -1.239853 0.0 0.0 0.0
H 5.470151 2.357040 1.078935 0.0 0.0 0.0
H 3.393772 1.729349 2.314785 0.0 0.0 0.0
H -2.444720 -2.145815 3.240438 0.0 0.0 0.0
H -2.129045 -2.119708 5.690746 0.0 0.0 0.0
H -0.854945 -1.426750 7.645010 0.0 0.0 0.0
H 1.117888 -0.324629 8.656274 0.0 0.0 0.0
H 2.798804 0.756186 7.172099 0.0 0.0 0.0
H 2.504700 0.736064 4.739619 0.0 0.0 0.0
O -5.180824 2.927813 0.481559 -0.1 0.1 0.1
C -4.056067 3.109242 1.360847 0.0 0.0 -0.1
C -3.834026 1.897317 2.265611 -0.1 0.0 0.0
C -4.976131 1.832242 3.299055 0.0 0.0 0.0
O -6.284547 1.753262 2.741014 0.0 0.0 0.0
C -3.859550 0.579478 1.460764 -0.1 0.0 0.1
Se -3.124171 0.586255 -0.366646 0.0 -0.1 -0.2
C -2.540966 2.061479 3.085145 -0.1 0.0 0.1
Se -0.904516 2.655389 2.163321 0.1 0.0 0.0
H -4.847671 2.301742 -0.190118 0.0 0.0 0.0
H -4.265126 3.998370 1.963680 0.0 0.0 0.0
H -3.154580 3.289275 0.778068 0.0 0.0 0.0
H -4.913525 2.722153 3.941766 0.0 0.0 0.0
H -4.833172 0.953302 3.938844 0.0 0.0 0.0
H -6.219355 2.154538 1.856124 0.0 0.0 0.0
H -4.895312 0.259397 1.354328 0.0 0.0 0.0
H -3.347533 -0.189653 2.039753 0.0 0.0 0.0
H -2.332577 1.106217 3.573008 0.0 0.0 0.0
H -2.721579 2.784430 3.886151 0.0 0.0 0.0
Cl 1.995654 3.464270 -6.379315 0.0 0.0 -0.1
C 1.465591 2.946237 -4.790959 0.0 0.0 0.1
C 0.522953 1.942545 -4.676837 0.0 0.0 0.1
C 0.113074 1.541958 -3.418299 0.0 0.0 0.0
Cl -1.054887 0.263734 -3.282983 0.0 0.0 0.0
C 0.609174 2.100849 -2.205332 0.0 0.0 -0.1
O 0.254112 1.720877 -1.052605 0.1 -0.2 0.1
C 1.567226 3.139014 -2.416847 -0.1 0.0 0.1
Cl 2.214920 3.913173 -1.008352 0.0 0.0 0.0
C 1.991310 3.554172 -3.661617 -0.1 -0.1 0.0
H 0.103002 1.468158 -5.553060 0.0 0.0 0.0
H 2.722229 4.346119 -3.744398 0.0 0.0 0.0

[3]
19
Properties=species:S:1:pos:R:3:forces:R:3 method="wB97M-V/def2-TZVPD" lumo_energy_ev=1.15 de_lowest_ev=4.445 total_charge=0 orbital_gap_ha=0.340 e_tot_ha=-310.895912
C 2.856280 0.257479 0.263815 -0.2 -0.2 -0.2
C 1.500233 0.665988 -0.326289 -0.7 -1.8 -1.6
O 0.436736 0.618642 0.596120 -0.2 0.0 0.4
C -0.141802 -0.607002 0.279425 -3.0 0.0 4.1
C -1.719632 -0.695175 1.213255 1.8 -0.1 0.1
C -1.541617 -0.636096 -0.233166 -0.1 -0.1 -0.8
C -1.993079 0.570709 -1.005668 -0.1 0.1 -0.2
H 2.794744 -0.763973 0.652823 0.1 0.1 0.0
H 3.224099 0.894076 1.088974 -0.5 0.0 -0.4
H 3.617467 0.283189 -0.524430 -0.1 -0.1 0.1
H 0.844646 -0.381057 -1.002540 3.2 3.0 -0.1
H 1.553010 1.675081 -0.799847 -0.2 -0.8 0.0
H 0.414146 -1.477470 0.601944 0.0 -0.2 -0.3
H -1.873253 0.209531 1.802050 0.1 -0.2 -0.4
H -1.917355 -1.640370 1.718520 0.1 0.3 -0.3
H -1.742550 -1.584986 -0.718665 -0.1 0.0 -0.2
H -1.510765 0.577498 -1.986760 -0.1 0.1 0.0
H -3.076829 0.541910 -1.140387 0.1 0.1 0.0
H -1.724475 1.492017 -0.479178 -0.1 -0.2 -0.1